ORCA calculation (ωB97M-V with the def2-TZVPD basis set) on C17H20N6O5Pd as an isolated structure.

Calculated values
- Strongest force on any atom: 0.01563 Eh/bohr
- Gap between HOMO and LUMO: 8.40 eV
- E_LUMO: -0.099 eV
- Energy above the lowest of the compared OMol25 structures with the same formula, charge and spin: 18.6 kcal/mol
- Highest occupied orbital energy: -8.500 eV

Each line ends with the Mulliken charge.
Element x y z (Å)
Pd 1.126 -1.969 -0.407  0.536
O 1.678 -4.223 -0.727  -0.502
C 2.833 -4.221 -1.572  -0.549
C 3.867 -3.235 -1.059  -0.894
N 3.314 -1.886 -0.954  0.335
C 3.760 -1.194 0.257  -0.524
C 3.053 -1.706 1.538  0.693
O 3.566 -1.488 2.609  -0.672
O 1.912 -2.359 1.383  -0.767
C 3.260 -1.146 -2.222  -0.612
C 1.896 -1.168 -2.952  0.614
O 1.856 -0.771 -4.095  -0.674
O 0.834 -1.609 -2.310  -0.672
H 1.957 -4.318 0.197  0.407
H 2.469 -3.942 -2.560  0.326
H 3.264 -5.222 -1.629  0.371
H 4.751 -3.255 -1.709  0.428
H 4.191 -3.547 -0.063  0.449
H 3.507 -0.137 0.162  0.276
H 4.841 -1.254 0.411  0.364
H 4.009 -1.520 -2.924  0.279
H 3.497 -0.097 -2.038  0.421
C -2.070 -1.389 0.518  -1.653
C -1.075 -0.330 0.833  1.096
N 0.150 -0.235 0.352  0.057
C 0.711 0.900 0.896  -0.714
C -0.187 1.502 1.707  -0.582
N -1.319 0.714 1.661  0.254
C -2.559 0.991 2.361  -1.060
N -3.032 2.313 2.067  0.713
N -3.091 3.242 3.056  -0.656
N -3.475 4.356 2.568  -0.509
C -3.666 4.192 1.207  0.078
C -4.070 5.110 0.233  -0.682
C -4.151 4.652 -1.060  -0.560
C -3.836 3.315 -1.390  -0.586
C -3.441 2.401 -0.441  -0.597
C -3.372 2.877 0.873  1.401
H -1.639 -2.080 -0.201  0.316
H -2.974 -0.967 0.075  0.383
H -2.352 -1.955 1.407  0.380
H 1.707 1.222 0.646  0.517
H -0.142 2.405 2.291  0.497
H -2.418 0.942 3.438  0.275
H -3.291 0.245 2.058  0.549
H -4.303 6.133 0.496  0.431
H -4.455 5.327 -1.850  0.371
H -3.903 3.003 -2.425  0.401
H -3.189 1.383 -0.708  0.245

***

ORCA calculation (ωB97M-V with the def2-TZVPD basis set) on a 13-piece molecular cluster, C5H34O15 overall at a distorted geometry.

Calculated values
- Strongest force on any atom: 0.09211 Eh/bohr
- Gap between HOMO and LUMO: 10.27 eV
- E_LUMO: -0.120 eV
- Energy above the lowest of the compared OMol25 structures with the same formula, charge and spin: 104.7 kcal/mol
- Highest occupied orbital energy: -10.390 eV

Each line ends with the Mulliken charge.
Element x y z (Å)
O 1.124 -1.612 -3.932  -0.577
C 1.554 -0.829 -3.113  0.182
O 2.485 -1.290 -2.236  -0.393
C 1.073 0.578 -2.889  -0.447
C 0.640 0.701 -1.432  1.960
C -0.852 0.337 -1.192  -0.387
C -1.628 1.670 -1.177  -0.784
O -1.404 2.090 0.188  -0.387
H 2.588 -0.819 -1.424  0.353
H 0.329 0.917 -3.601  0.334
H 1.856 1.340 -2.937  0.384
H 1.096 0.057 -0.660  -1.201
H 0.914 1.640 -0.967  -0.451
H -1.065 -0.115 -0.224  0.112
H -1.038 -0.517 -1.854  0.537
H -2.707 1.736 -1.303  0.323
H -1.116 2.391 -1.818  0.212
H -0.514 2.497 0.287  0.304
H -0.305 -1.490 1.766  0.154
H 0.057 -2.788 1.008  0.339
O 0.435 -1.967 1.386  -0.508
H 1.949 -1.894 1.957  0.669
H 2.137 -1.129 3.249  0.328
O 2.655 -1.429 2.504  -0.710
H 0.513 4.336 -1.519  0.281
H 1.962 3.830 -1.596  0.287
O 1.094 3.707 -1.942  -0.561
H 0.322 -2.244 -2.143  0.366
H -1.067 -2.829 -2.621  0.353
O -0.328 -2.952 -2.022  -0.722
H 3.081 -2.916 0.222  0.233
H 2.340 -1.810 1.085  0.148
O 2.822 -1.993 0.269  -0.722
H -1.189 1.217 3.147  0.392
H 0.289 1.461 3.039  0.257
O -0.339 0.846 3.458  -0.671
H -4.059 -0.936 -0.248  0.316
H -3.443 -1.818 -1.369  0.303
O -4.257 -1.401 -1.064  -0.635
H 2.875 0.254 1.746  0.335
H 3.414 1.340 2.342  0.323
O 3.004 1.212 1.482  -0.653
H -2.468 -0.767 2.070  0.183
H -3.332 -2.067 1.842  0.307
O -2.807 -1.360 1.427  -0.562
H -2.570 1.663 1.671  0.373
H -2.739 2.943 2.303  0.319
O -2.582 2.024 2.581  -0.707
H 1.017 3.070 1.941  0.248
H 1.629 2.159 0.876  0.399
O 1.011 2.929 0.989  -0.625
H -0.991 -3.508 -0.482  0.486
H -1.958 -2.814 0.601  0.387
O -1.511 -3.651 0.329  -0.784

***

ORCA calculation (ωB97M-V with the def2-TZVPD basis set) on an isolated ion of composition C2H7N2O3 and charge +1 at a distorted geometry.

Calculated values
- Total charge: +1
- Strongest force on any atom: 0.10373 Eh/bohr
- Gap between HOMO and LUMO: 11.60 eV
- E_LUMO: -4.054 eV
- Energy above the lowest of the compared OMol25 structures with the same formula, charge and spin: 108.9 kcal/mol
- Highest occupied orbital energy: -15.658 eV

Each line ends with the Mulliken charge.
Element x y z (Å)
C 1.484 1.153 -0.141  -0.671
N 0.435 0.247 -0.397  -0.110
C -0.381 -0.474 0.349  0.768
O -1.370 -1.226 -0.142  -0.157
N -1.493 -1.279 -1.585  -0.527
O -0.193 -0.756 1.641  -0.100
O 0.088 0.500 2.210  -0.344
H 2.543 0.653 -0.393  0.285
H 1.220 2.037 -0.702  0.338
H 1.590 1.412 0.939  0.293
H -0.063 0.150 -1.311  0.302
H -2.197 -0.590 -1.775  0.286
H -1.801 -2.204 -1.834  0.293
H 0.139 0.378 3.139  0.343